20
Properties=species:S:1:pos:R:3 method="wB97M-V/def2-TZVPD" de_lowest_kcal_mol=21.3 homo_energy_ev=-8.79 molar_mass_g_mol=258.12 homo_lumo_gap_ev=9.39 charge=0
C 1.272 2.841 -0.682
C 0.555 2.250 0.569
C -0.170 0.603 -1.023
C 1.378 1.572 1.641
C -0.953 -3.559 -0.646
C -1.960 -2.452 -0.596
O -0.298 1.127 0.133
S 0.903 1.491 -1.962
I -2.690 -1.948 1.354
H 1.007 3.884 -1.076
H 2.386 2.950 -0.612
H -0.062 2.874 1.063
H -2.750 -2.624 -1.245
H 1.786 2.137 2.440
H 2.196 0.957 1.223
H 0.733 0.886 2.106
H -0.121 -3.316 0.004
H -0.596 -3.589 -1.705
H -1.225 -4.553 -0.221
H -1.390 -1.531 -0.765